C4H5CeO6 | ωB97M-V with the def2-TZVPD basis set

XYZ file:
```
16
C4H5CeO6, DFT ωB97M-V with the def2-TZVPD basis set
H -0.333 -1.166 -1.336
C -0.741 -0.543 -0.515
C -1.586 0.546 -1.165
O -0.863 1.308 -2.157
C 0.011 2.219 -1.815
O 0.079 2.671 -0.659
O 0.906 2.390 -2.732
Ce 1.145 1.731 1.086
O 0.303 -0.094 0.278
H -1.458 -1.194 0.024
H -2.021 1.251 -0.445
H -2.408 0.088 -1.728
H 1.724 1.669 -2.585
O 3.236 1.108 0.320
O 3.290 0.174 -1.746
C 3.509 0.210 -0.525
```

Output
Expectation value of S²: 2.004
ΔE to the lowest compared entry with this formula, charge and spin, eV: 0.000
HOMO level (alpha / beta), eV: -11.5 / -14.4
Kohn-Sham gap (alpha / beta), eV: 6.48 / 9.37
Net charge: +1
2S+1: 3
LUMO energy (alpha / beta), eV: -4.977 / -5.064

Mulliken population analysis, charges in e, atoms 1 to 8: 0.300 -0.371 -0.431 -0.250 0.858 -0.611 -0.478 1.732

=====

C4H5Cl | ωB97M-V with the def2-TZVPD basis set

XYZ file:
```
10
C4H5Cl, DFT ωB97M-V with the def2-TZVPD basis set
C -0.984 -1.897 -0.086
C 0.104 -1.182 -0.074
C 1.128 -0.350 -0.076
C 1.060 1.160 -0.062
Cl 3.213 -0.501 0.028
H -1.474 -2.240 0.829
H -1.520 -1.822 -1.089
H 1.085 1.625 -1.017
H 1.831 1.706 0.311
H 0.241 1.634 0.378
```

Output
ΔE to the lowest compared entry with this formula, charge and spin, eV: 2.181
HOMO level, eV: -9.8
Kohn-Sham gap, eV: 9.12
Structure (SMILES): C=C=C(C)Cl
Net charge: 0
2S+1: 1
LUMO energy, eV: -0.657

natural (NBO) population analysis, charges in e, atoms 1 to 8: -0.393 -0.015 0.098 -0.676 -0.177 0.236 0.236 0.227

=====

C4H5Cl2F3O2Pt | ωB97M-V with the def2-TZVPD basis set

XYZ file:
```
17
C4H5Cl2F3O2Pt, DFT ωB97M-V with the def2-TZVPD basis set
Pt -0.452 0.154 -0.764
Cl 1.374 1.395 -2.070
C 0.533 2.876 -1.524
Cl -1.164 2.408 -1.114
H 0.517 3.629 -2.303
H 1.003 3.217 -0.610
F -3.191 -0.024 -0.478
C -2.079 -0.434 0.190
F -2.208 -1.749 0.379
F -2.167 0.145 1.418
C 1.142 -1.334 1.568
C 1.099 -2.112 0.268
O 1.723 -3.135 0.120
O 0.373 -1.625 -0.736
H 1.642 -1.938 2.320
H 0.147 -1.062 1.910
H 1.709 -0.412 1.424
```

Output
HOMO level, eV: -9.3
Kohn-Sham gap, eV: 8.70
Net charge: 0
2S+1: 1
LUMO energy, eV: -0.633

natural (NBO) population analysis, charges in e, atoms 1 to 8: 0.527 0.065 -0.373 0.107 0.244 0.244 -0.352 0.826

=====

Number 1: E_tot -29435.7891 eV. Number 2: E_tot -16747.9421 eV. Number 3: E_tot -44767.2720 eV.